[1]
The following is a quantum chemistry calculation of a 2-piece molecular cluster, C2H5NO2Si overall, from the Open Molecules 2025 dataset.

Structure (XYZ):
```
11
Properties=species:S:1:pos:R:3:forces:R:3:nbo_charge:R:1
O 2.42033 1.22698 0.24116 -0.5 0.3 -0.4 -1.1590
Si 3.29328 0.03799 -0.09497 -0.4 0.4 0.0 1.6143
H 4.31100 -0.16976 0.89683 0.7 -0.7 0.3 -0.2423
H 3.34437 -0.75592 -1.34229 0.0 0.0 0.1 -0.2260
C -2.70953 -0.50988 0.35951 -0.1 0.1 -3.1 -0.4047
N -1.29067 -0.68543 -0.02833 -1.0 0.1 1.2 -0.5257
C -0.22215 -1.13131 0.30155 -2.8 1.1 -1.9 0.8597
O 0.85509 -1.53690 0.22086 2.5 -1.0 0.9 -0.5583
H -2.87209 0.49508 0.81382 -0.1 -0.7 -1.0 0.2237
H -3.00618 -1.22227 1.06043 -0.2 -1.2 1.4 0.2002
H -3.39558 -0.83185 -0.61585 1.8 1.6 2.4 0.2181
```
Forces are in eV/Å.

Calculated values
- Spin multiplicity: 1
- Energy: -573.88231 Eh
- Total charge: 0
- Gap between HOMO and LUMO: 10.24 eV
- LUMO energy: 0.0070 hartree

---

[2]
The following is a quantum chemistry calculation of a 4-piece molecular cluster, C18H47N3O7 overall, from the Open Molecules 2025 dataset.

Structure (XYZ):
```
75
Properties=species:S:1:pos:R:3:forces:R:3:lowdin_spin:R:1
O 1.18652 -1.09191 1.19069 -0.1 0.0 0.1 0.0000
H 1.99875 -1.43499 0.81812 0.2 -0.2 -0.2 0.0000
H 1.45291 -0.30136 1.66006 0.0 0.4 0.2 0.0000
C 1.58255 2.44048 0.70863 -0.1 0.8 0.2 0.0018
O 1.64623 2.11351 2.09980 -2.0 -0.7 -0.2 0.0178
C 2.78458 2.45722 2.78141 -0.1 -1.0 0.0 0.0102
C 2.68976 1.94686 4.26552 -0.1 1.2 -3.4 0.0770
N 1.63821 2.64820 4.99054 3.6 -2.1 1.5 0.6889
C 1.57441 2.12496 6.35683 -2.7 1.9 0.5 0.0767
C 0.65294 3.06897 7.21275 0.3 -0.3 0.1 -0.0001
O 1.15072 4.38139 7.38622 1.0 -0.7 0.1 0.0048
C 0.17390 5.28862 7.92476 -0.4 -0.2 -1.7 0.0004
H 1.94205 3.45964 0.56658 0.0 0.2 0.0 0.0000
H 0.52764 2.40422 0.43665 0.2 -0.1 0.0 0.0007
H 2.16518 1.81165 0.03543 0.1 -0.4 0.4 0.0006
H 2.92601 3.53800 2.77503 0.4 0.2 0.0 0.0001
H 3.55381 1.90799 2.23852 1.1 0.4 0.6 -0.0001
H 3.68700 2.27690 4.55653 0.1 0.2 1.1 0.0435
H 2.67194 0.85750 4.29854 -0.6 0.1 0.4 0.0064
H 1.61380 3.65160 4.87794 -0.6 0.6 -0.2 0.0179
H 2.54799 1.91860 6.80141 0.4 0.4 -0.3 0.0307
H 1.07962 1.15701 6.27701 -0.1 -0.2 0.1 0.0226
H 0.50953 2.55394 8.16264 -0.1 0.1 0.2 -0.0004
H -0.32071 3.14859 6.72926 -0.2 -0.3 -0.2 -0.0002
H -0.57949 5.31311 7.13742 -0.7 0.1 0.3 0.0002
H 0.56971 6.30374 7.89410 0.4 -0.3 0.6 0.0000
H -0.28346 4.97454 8.86298 0.4 0.1 0.1 0.0002
C -0.40604 3.33673 -7.59123 -0.3 0.5 1.2 0.0000
O -0.85844 3.53220 -6.22675 0.0 -0.1 -0.8 0.0000
C -2.29782 3.53438 -6.16380 1.0 0.1 1.5 0.0000
C -2.66371 3.83482 -4.65457 0.5 -0.8 -1.9 0.0000
N -2.27220 2.76477 -3.76045 -0.1 0.1 0.9 0.0000
C -2.55979 3.14977 -2.36735 1.2 -1.6 0.7 0.0000
C -1.64090 2.39673 -1.34385 -2.2 0.2 -0.5 0.0001
O -2.15932 1.08434 -1.14978 1.4 -0.1 0.7 0.0000
C -1.29849 0.27140 -0.29109 -1.1 1.2 -0.9 0.0000
H 0.64902 3.60582 -7.64165 0.0 -0.4 0.2 0.0000
H -0.90543 4.05135 -8.24547 -0.3 -0.1 -0.2 0.0000
H -0.60047 2.30468 -7.88307 0.1 0.0 -0.3 0.0000
H -2.66402 2.56200 -6.49314 -0.3 -0.1 0.0 0.0000
H -2.61900 4.32559 -6.84125 -0.5 0.1 0.1 0.0000
H -3.74623 3.90592 -4.54878 0.0 0.6 -0.1 0.0000
H -2.10442 4.73923 -4.41516 -0.4 0.5 0.1 0.0000
H -1.28755 2.55631 -3.84468 0.2 0.1 -0.2 0.0000
H -3.57954 2.87368 -2.09903 -0.1 0.2 -0.1 0.0000
H -2.37406 4.18852 -2.09423 -0.2 0.5 -0.6 0.0000
H -1.74701 2.94458 -0.40753 0.2 0.2 0.4 0.0000
H -0.60556 2.48692 -1.67254 0.3 -0.6 -0.1 0.0000
H -1.77696 -0.70797 -0.29517 0.8 -0.2 -0.3 0.0000
H -1.26920 0.57259 0.75606 -0.3 0.5 0.2 0.0000
H -0.28671 0.42523 -0.66622 0.1 -1.0 -0.1 0.0000
C 2.80537 -6.50476 -1.37660 -0.3 1.1 -0.2 0.0000
O 1.77878 -5.87076 -0.58008 0.2 -0.2 0.1 0.0000
C 1.50851 -4.48049 -0.83470 -0.8 -0.2 -0.5 0.0000
C 0.37002 -4.00138 0.13192 0.2 -1.4 0.2 0.0000
N -0.78471 -4.95338 0.18364 0.7 1.2 -0.5 0.0000
C -1.72167 -4.74183 -0.93662 0.6 -1.3 0.7 0.0000
C -2.49372 -6.09287 -1.14771 -0.4 2.4 -2.4 0.0000
O -1.76096 -7.20686 -1.60768 -0.4 -0.6 2.6 0.0000
C -0.90319 -7.07055 -2.69415 -0.5 -0.5 0.1 0.0000
H 2.83393 -7.59406 -1.35008 -0.8 0.1 0.6 0.0000
H 3.80146 -6.20091 -1.05474 0.1 0.4 0.0 0.0000
H 2.63947 -6.23391 -2.41929 0.2 0.1 -0.2 0.0000
H 2.40777 -3.86475 -0.81775 0.3 0.0 0.6 0.0000
H 1.15274 -4.32365 -1.85299 -0.1 -0.4 -0.5 0.0000
H 0.83885 -3.94471 1.11431 -0.3 0.1 0.2 0.0000
H -0.06500 -3.03097 -0.10716 0.5 0.1 -0.2 0.0000
H -0.37896 -5.86806 0.04649 -0.1 -0.4 0.2 0.0000
H -2.38464 -3.88756 -0.79953 -0.6 -0.3 0.8 0.0000
H -1.21732 -4.36680 -1.82716 0.4 -0.7 -0.6 0.0000
H -3.20854 -6.27112 -0.34437 0.8 -0.7 0.4 0.0000
H -3.15242 -5.82388 -1.97347 -0.5 0.1 -0.4 0.0000
H -0.40327 -8.03619 -2.76982 0.4 0.2 0.1 0.0000
H -0.20431 -6.25707 -2.49949 0.1 0.0 -0.7 0.0000
H -1.52641 -7.03202 -3.58758 0.3 0.8 -0.5 0.0000
```
Forces are in eV/Å.

Calculated values
- Spin multiplicity: 2
- Energy: -1404.42793 Eh
- Total charge: +1
- Gap between HOMO and LUMO (alpha / beta): 7.27 / 2.05 eV
- LUMO energy (alpha / beta): -0.1032 / -0.2950 hartree
- Expectation value of S²: 0.754

---

[3]
The following is a quantum chemistry calculation of C8F30HfN3O18PS8 as an isolated structure, from the Open Molecules 2025 dataset.

Structure (XYZ):
```
69
Properties=species:S:1:pos:R:3:forces:R:3:nbo_charge:R:1
Hf -11.42535 -16.19789 -10.16344 1.5 1.0 3.1 2.5321
C -6.89013 -14.84714 -9.75763 -1.2 0.1 1.5 0.7344
F -6.68588 -14.42364 -10.98139 0.2 -0.1 -0.5 -0.3013
F -6.90900 -16.17061 -9.65548 0.1 -0.2 -0.5 -0.3087
F -5.88771 -14.43554 -8.97425 0.4 0.4 -0.1 -0.3302
S -8.47772 -14.15589 -9.00111 0.8 1.4 0.6 2.3492
O -8.25296 -14.29155 -7.59043 -0.4 -0.8 -0.4 -0.9167
O -8.56625 -12.78245 -9.43468 -0.1 -0.6 -0.6 -0.9549
O -9.53849 -15.01482 -9.61117 -1.4 -1.3 -0.5 -1.0648
C -12.49612 -16.78132 -5.75356 1.2 0.2 0.6 0.7217
F -13.31169 -17.65540 -6.33969 0.2 0.9 0.3 -0.3127
F -12.99451 -16.48753 -4.53066 -0.1 -0.1 -0.4 -0.3335
F -11.30651 -17.38162 -5.55320 -0.9 0.4 0.0 -0.3143
S -12.22632 -15.14706 -6.65527 -1.8 0.1 0.2 2.3667
O -11.90332 -15.59576 -8.04783 0.3 -0.5 -2.0 -1.0778
O -13.52906 -14.53481 -6.57397 0.8 -0.3 -0.1 -0.9295
O -11.14535 -14.48032 -6.01999 0.5 -0.3 0.2 -0.9054
P -9.67255 -18.46637 -8.13961 0.4 -1.0 2.3 2.6348
F -8.09712 -18.65740 -8.00882 -0.1 0.2 -0.6 -0.5662
F -9.91586 -19.01824 -6.63783 -0.1 0.0 -0.8 -0.5746
F -9.59488 -16.97790 -7.58677 0.1 0.0 0.0 -0.5475
F -11.28066 -18.25617 -8.44949 -1.0 0.3 0.6 -0.5871
F -9.57029 -17.82651 -9.64987 0.4 0.5 -1.6 -0.5815
F -9.82913 -19.97400 -8.68156 0.1 0.4 -0.6 -0.5761
C -13.68653 -19.93746 -8.95978 -0.8 1.8 0.2 0.8213
F -14.78657 -20.63666 -9.17149 0.4 -0.9 -0.1 -0.2966
F -13.85536 -19.24487 -7.85358 0.1 -0.2 -0.2 -0.2900
F -12.59345 -20.63579 -8.84699 0.0 -0.8 -0.5 -0.2728
S -13.53024 -18.75543 -10.47605 2.2 0.7 -0.8 2.1526
O -12.15637 -18.77387 -10.94069 0.5 -0.1 0.7 -0.9551
O -14.48644 -19.17088 -11.45067 -0.2 0.4 0.7 -0.8505
N -13.45911 -17.12122 -9.85532 -2.4 -2.6 -0.5 -1.2560
S -15.02613 -16.88394 -9.41388 -3.5 3.5 2.0 2.1719
O -15.84699 -18.07017 -9.24511 1.6 -0.3 -1.0 -0.9183
O -15.27642 -15.93485 -8.35590 1.4 -0.8 -1.0 -0.8580
C -15.80643 -16.01713 -10.93820 0.6 -0.9 0.7 0.7593
F -14.99093 -15.21102 -11.57639 0.4 0.2 -0.3 -0.2957
F -16.22160 -16.95875 -11.77327 -0.2 -0.2 -0.4 -0.3156
F -16.84918 -15.33478 -10.50959 -0.4 0.2 0.2 -0.3056
C -12.17997 -13.07295 -13.42064 1.3 0.1 0.8 0.7874
F -13.14335 -13.93148 -13.28021 -1.0 -0.4 -0.1 -0.2860
F -11.43419 -13.39571 -14.45166 0.6 -0.4 -0.6 -0.3009
F -12.59938 -11.85508 -13.63982 -0.7 0.8 0.3 -0.2968
S -11.03925 -13.17303 -11.88063 0.7 -1.5 0.5 2.1669
O -10.00648 -14.11476 -12.24175 -1.0 0.5 0.0 -0.8872
O -10.68269 -11.85873 -11.46316 -0.6 -0.2 -0.2 -0.8594
N -12.03256 -14.04071 -10.70420 1.4 1.2 -1.7 -1.3019
S -13.15326 -13.02441 -10.08907 -2.1 -0.1 1.3 2.2079
O -13.72967 -12.07463 -11.00798 1.2 -0.3 -0.2 -0.9216
O -14.09120 -13.87210 -9.42167 0.5 0.1 0.3 -0.9035
C -12.35154 -11.91034 -8.73270 0.5 0.1 -1.1 0.7808
F -11.97570 -10.78401 -9.34752 -0.2 0.1 0.2 -0.3145
F -13.25590 -11.61278 -7.82018 -0.3 -0.2 -0.1 -0.2956
F -11.28868 -12.43444 -8.16717 -0.1 -0.5 0.0 -0.2828
C -11.86526 -18.77577 -14.25910 0.4 1.1 0.4 0.8047
F -12.78091 -18.64953 -15.20964 -0.1 0.1 -0.1 -0.3052
F -12.26524 -19.64776 -13.37162 0.1 -0.2 -0.2 -0.2796
F -10.71865 -19.13514 -14.81118 0.0 -0.3 0.0 -0.3039
S -11.68811 -17.00316 -13.49842 -1.9 1.2 1.1 2.1506
O -11.34625 -16.11869 -14.57560 0.3 -1.1 0.5 -0.8673
O -12.97519 -16.75627 -12.87250 0.6 -0.4 0.2 -0.9292
N -10.61816 -16.95880 -12.14696 -0.2 -0.5 -4.1 -1.2721
S -9.09621 -17.19583 -12.80139 3.0 0.4 1.7 2.1888
O -8.86997 -17.15500 -14.23397 -1.3 0.1 1.6 -0.8619
O -8.21973 -16.48519 -11.91432 -0.5 0.0 -0.9 -0.8900
C -8.67803 -18.97964 -12.33325 -0.1 -0.3 -1.3 0.7425
F -7.87364 -19.01172 -11.30716 -0.1 -0.1 0.5 -0.2771
F -9.76224 -19.72418 -12.16377 -0.2 0.0 0.6 -0.3094
F -8.01741 -19.53431 -13.36881 0.1 0.2 -0.1 -0.3304
```
Forces are in eV/Å.

Calculated values
- Spin multiplicity: 1
- Energy: -8394.72260 Eh
- Total charge: -2
- Gap between HOMO and LUMO: 8.42 eV
- LUMO energy: 0.1066 hartree